The following is a quantum chemistry calculation of 2 unconnected molecules or ions with the total composition C3H3NS2 in a non-equilibrium geometry, from the OMol25 dataset.

Values from the calculation:
Gap between HOMO and LUMO (eV): 8.5
Charge: 0
Multiplicity: 1
Largest force on an atom (hartree/bohr): 0.069

The geometry in XYZ format:
```
9
C3H3NS2 the ωB97M-V functional and the def2-TZVPD basis
C 0.72 0.51 -0.18
C 1.52 -0.48 -0.36
C -2.57 0.48 0.66
N 2.28 -1.34 -0.70
S -3.02 1.38 1.88
S -1.94 -0.28 -0.54
H 0.80 1.03 0.84
H 0.08 0.99 -0.93
H 2.12 -2.29 -0.68
```



The following is a quantum chemistry calculation of a molecular structure, C3H3O2Sm in a non-equilibrium geometry, from the OMol25 dataset.

Values from the calculation:
Expectation value of S²: 15.85
Gap between HOMO and LUMO (spin up / spin down) (eV): 5.3 / 7.7
Charge: 0
Multiplicity: 8
Largest force on an atom (hartree/bohr): 0.027

The geometry in XYZ format:
```
9
C3H3O2Sm the ωB97M-V functional and the def2-TZVPD basis
C -0.14 -0.58 1.77
C 0.78 -0.10 0.76
H 1.35 0.79 1.09
H -1.12 -0.12 1.56
H 1.52 -0.91 0.58
O -1.58 0.08 -1.72
C -1.25 -0.07 -0.53
O 0.16 0.19 -0.49
Sm 0.29 0.72 -3.02
```



The following is a quantum chemistry calculation of a molecular structure, C3H3O2Tb in a non-equilibrium geometry, from the OMol25 dataset.

Values from the calculation:
Expectation value of S²: 16.80
Gap between HOMO and LUMO (spin up / spin down) (eV): 6.3 / 4.4
Charge: +1
Multiplicity: 8
Largest force on an atom (hartree/bohr): 0.066

The geometry in XYZ format:
```
9
C3H3O2Tb the ωB97M-V functional and the def2-TZVPD basis
C -1.88 -0.40 0.07
C -0.74 -0.45 -0.81
H -1.92 0.30 0.92
H -2.45 0.09 -0.79
H -2.43 -1.34 0.25
O 2.50 -0.44 1.50
C 3.15 0.26 0.73
Tb 0.97 1.11 -1.55
O 2.79 0.86 -0.32
```



The following is a quantum chemistry calculation of a gas-phase ion, C3H3O3 (charge +1) in a non-equilibrium geometry, from the OMol25 dataset.

Values from the calculation:
Gap between HOMO and LUMO (eV): 9.4
Charge: +1
Multiplicity: 1
Largest force on an atom (hartree/bohr): 0.113

The geometry in XYZ format:
```
9
C3H3O3 the ωB97M-V functional and the def2-TZVPD basis
C -1.93 0.58 -2.26
C -1.03 0.26 -1.35
C -0.23 0.56 0.85
O -2.64 0.83 -3.11
O 0.84 -0.15 0.82
O -1.06 0.76 -0.08
H -0.20 -0.69 -1.65
H -0.46 1.03 1.80
H 1.11 -0.56 -0.02
```



The following is a quantum chemistry calculation of a molecular structure, C3H3O3 in a non-equilibrium geometry, from the OMol25 dataset.

Values from the calculation:
Gap between HOMO and LUMO (spin up / spin down) (eV): 8.4 / 8.5
Charge: +1
Multiplicity: 1
Largest force on an atom (hartree/bohr): 0.099

The geometry in XYZ format:
```
9
C3H3O3 the ωB97M-V functional and the def2-TZVPD basis
C 1.01 0.03 0.25
C 0.12 -0.84 -1.54
C -0.35 0.29 0.53
O 1.08 -0.71 -0.82
O -1.15 0.07 -0.45
O -0.59 0.95 1.68
H 1.80 0.48 0.99
H -0.42 -1.54 -2.28
H -1.50 1.28 1.66
```



The following is a quantum chemistry calculation of a single C3H3O3P molecule in a non-equilibrium geometry, from the OMol25 dataset.

Values from the calculation:
Gap between HOMO and LUMO (eV): 8.6
Charge: 0
Multiplicity: 1
Structure (SMILES): O=C1OC[C@H]2OP12
Largest force on an atom (hartree/bohr): 0.069

The geometry in XYZ format:
```
10
C3H3O3P the ωB97M-V functional and the def2-TZVPD basis
O 2.53 -1.19 -0.03
C 1.46 -0.65 -0.10
O 0.32 -1.25 0.21
C -0.87 -0.51 0.02
C -0.53 0.97 -0.03
O 0.05 1.45 1.10
P 1.24 1.15 -0.67
H -1.51 -0.72 0.87
H -1.37 -0.83 -0.91
H -1.33 1.58 -0.46
```